5
Properties=species:S:1:pos:R:3:forces:R:3 method="wB97M-V/def2-TZVPD" total_energy_ha=-715.40080 largest_force_ha_per_bohr=0.0855 charge=0 lumo_energy_ha="-0.0874 / -0.0797" gap_ev="7.29 / 7.18" de_lowest_kj_mol=253.41
O 1.56984 -0.82336 -0.95970 1.05 -0.78 -1.54
P 0.81632 -0.18542 0.12268 -3.70 1.59 1.76
I 0.77196 -1.30304 -3.45149 -0.03 -0.02 -0.02
H -0.37262 -0.94112 0.62235 1.29 0.20 -0.31
H -0.06073 1.00767 -0.23488 1.39 -0.99 0.11